# 1
{"formula": "C23H34BIN13SV", "method": "the ωB97M-V functional and the def2-TZVPD basis", "elements": ["V", "C", "C", "C", "C", "C", "C", "N", "N", "B", "N", "C", "C", "C", "N", "C", "C", "C", "N", "C", "C", "C", "N", "C", "C", "C", "H", "H", "H", "H", "H", "H", "H", "H", "H", "H", "H", "H", "H", "H", "H", "H", "H", "H", "H", "H", "H", "H", "H", "H", "H", "H", "H", "H", "C", "C", "N", "N", "C", "S", "N", "N", "H", "H", "H", "H", "H", "H", "I", "N", "C", "N", "C", "N"], "xyz": [[0.29, -0.06, -0.07], [2.15, -0.74, 4.38], [2.10, 0.06, 3.08], [2.78, 1.42, 3.24], [2.70, -0.71, 1.95], [3.91, -1.42, 1.90], [3.99, -1.91, 0.62], [2.91, -1.50, -0.06], [2.12, -0.76, 0.75], [2.48, -1.84, -1.51], [1.14, -2.59, -1.47], [0.88, -3.89, -1.68], [-0.42, -4.13, -1.28], [-0.90, -2.89, -0.82], [0.06, -1.98, -0.95], [-2.25, -2.55, -0.25], [-1.09, -2.12, 2.04], [-3.12, -3.81, -0.19], [2.31, -0.53, -2.31], [2.96, -0.18, -3.43], [2.56, 1.09, -3.78], [1.65, 1.46, -2.79], [1.50, 0.48, -1.90], [0.94, 2.78, -2.68], [0.13, 3.09, -3.94], [1.93, 3.90, -2.37], [1.63, -0.18, 5.16], [3.18, -0.91, 4.70], [1.66, -1.71, 4.27], [1.05, 0.25, 2.84], [3.83, 1.29, 3.53], [2.26, 1.99, 4.01], [2.75, 1.98, 2.31], [4.62, -1.57, 2.70], [4.74, -2.51, 0.13], [3.33, -2.52, -2.04], [1.63, -4.54, -2.08], [-0.95, -5.07, -1.31], [-2.73, -1.83, -0.93], [-0.26, -2.75, 1.73], [-1.30, -2.08, 3.10], [-1.55, -0.14, 2.01], [-2.70, -4.53, 0.51], [-3.19, -4.27, -1.18], [-4.13, -3.56, 0.14], [3.66, -0.86, -3.89], [2.89, 1.67, -4.63], [0.26, 2.72, -1.82], [0.78, 3.18, -4.81], [-0.41, 4.03, -3.83], [-0.59, 2.29, -4.15], [2.66, 4.00, -3.17], [2.46, 3.69, -1.44], [1.41, 4.85, -2.26], [-5.05, 2.15, -0.22], [-3.81, 2.31, 0.57], [-3.71, 2.75, 1.79], [-2.38, 2.75, 2.06], [-1.64, 2.35, 1.03], [0.06, 2.29, 0.85], [-2.55, 2.06, 0.08], [-2.22, 1.48, -1.16], [-5.88, 2.51, 0.38], [-5.22, 1.09, -0.44], [-5.00, 2.74, -1.15], [-2.03, 2.88, 3.02], [-2.67, 2.02, -1.89], [-1.22, 1.64, -1.25], [-0.82, 1.80, 4.93], [-5.30, -0.90, 0.22], [-4.40, -1.22, 0.91], [-3.46, -1.59, 1.71], [-2.22, -1.88, 1.13], [-1.14, -0.80, 1.34]], "lowdin_charge": [0.6075, -0.0842, -0.4141, -0.0836, -0.2557, -0.0046, -0.0713, -0.0155, 0.0332, -0.5048, -0.0147, -0.0601, -0.0057, -0.2453, 0.0260, -0.2303, -0.0630, -0.0528, -0.0228, -0.0672, -0.0123, -0.2725, 0.0567, -0.3972, -0.0664, -0.0583, 0.0231, 0.0717, 0.0776, 0.0536, 0.0777, 0.0342, 0.0571, 0.1001, 0.1160, 0.1182, 0.1180, 0.0967, 0.1394, 0.1076, 0.1178, 0.0693, 0.0908, 0.0784, 0.0657, 0.1175, 0.1010, 0.0486, 0.0744, 0.0767, 0.0778, 0.0778, 0.0819, 0.0789, -0.0228, -0.3259, 0.1444, 0.0119, -0.7273, 0.6753, -0.0809, 0.1434, 0.0863, 0.0247, 0.0750, -0.0689, 0.1047, 0.0046, -0.2692, 0.0621, -0.4810, 0.0635, -0.4714, -0.0172], "total_charge": -1, "spin_multiplicity": 4}


# 2
{"formula": "C8H11N2O3", "method": "the ωB97M-V functional and the def2-TZVPD basis", "elements": ["C", "C", "C", "C", "C", "C", "C", "C", "N", "N", "O", "O", "O", "H", "H", "H", "H", "H", "H", "H", "H", "H", "H", "H"], "xyz": [[-4.23, -1.59, 0.31], [0.39, -0.79, 0.42], [-3.30, -0.66, 0.11], [-2.05, -0.23, 0.07], [1.10, 0.53, 0.52], [2.64, 0.11, 0.44], [2.64, -1.44, 0.14], [-2.39, 2.01, -0.70], [-5.17, -2.33, 0.24], [1.21, -1.84, 0.24], [-0.86, -1.08, 0.23], [2.99, -1.67, -1.16], [-1.62, 1.03, -0.13], [0.85, 1.10, -0.30], [0.85, 1.19, 1.37], [3.04, 0.60, -0.43], [3.31, 0.39, 1.31], [3.24, -1.95, 0.85], [-1.64, 2.65, -1.07], [-3.09, 2.44, -0.05], [-2.90, 1.59, -1.50], [-6.05, -1.96, 0.23], [0.67, -2.64, -0.11], [3.87, -2.19, -1.40]], "lowdin_charge": [-0.1129, -0.2014, 0.0887, -0.2370, -0.0163, -0.0310, -0.3370, -0.0295, 0.2167, 0.2096, 0.1473, -0.0109, -0.0634, 0.0895, 0.1537, 0.1116, 0.1419, 0.1383, 0.1013, 0.0956, 0.0885, 0.0624, 0.1929, 0.2018], "total_charge": 1, "smiles": "COC(=C=C=N)OC1=[NH+][C@@H](O)CC1"}


Per-record relative energy (zero: lowest compared OMol25 entry of this formula, charge and spin), eV: 1.899; 3.724